This record from OMol25 describes a molecular structure, C11H12GdN2P at a distorted geometry. The level of theory is the ωB97M-V functional and the def2-TZVPD basis.

Properties
energy relative to the best compared isomer or geometry (same formula, charge and spin): 0.0000 eV
gap between HOMO and LUMO (spin up / spin down): 0.1630 / 0.2255 Ha
max |F|: 3.233 eV/Å
HOMO (spin up / spin down): -5.06 / -6.31 eV
spin multiplicity: 8
electronic energy: -1642.74294 a.u.
<S²>: 16.77

CARTESIAN COORDINATES (ANGSTROEM)
C 0.61931 -0.66834 -3.60431
C 0.87706 -1.89039 -2.87939
C -0.36150 -2.33312 -2.29008
C -1.37992 -1.37502 -2.62690
C -0.77821 -0.33934 -3.42727
Gd 0.30668 -0.21511 -1.14585
P 1.43251 2.35099 -1.07225
H 1.35510 -0.07092 -4.16408
H 1.84535 -2.38750 -2.78869
H -0.51181 -3.25533 -1.72507
H -1.30637 0.49447 -3.90615
H -2.44516 -1.47236 -2.41051
H 0.73763 3.53604 -1.56301
H 2.78478 2.60224 -1.52951
H 1.65235 2.83083 0.28184
N -0.28525 0.43467 6.36434
C -0.28160 0.33065 5.19424
C -0.30131 0.23030 3.74605
C -0.38489 1.37387 2.96365
C -0.61830 1.27013 1.61117
N -0.66881 0.06435 0.97947
C -0.43930 -1.05872 1.71230
C -0.30038 -1.01007 3.09510
H -0.24896 2.34459 3.43360
H -0.71780 2.13996 0.95535
H -0.35916 -1.99604 1.14292
H -0.22202 -1.93082 3.65301

Mulliken atomic charge list, values in e, 6 entries: -0.3911, -0.6047, -0.2695, -0.4819, -0.4799, 0.6839

***

This record from OMol25 describes a gas-phase ion, C5H8NO (charge +1) at a distorted geometry. The level of theory is the ωB97M-V functional and the def2-TZVPD basis.

Properties
energy relative to the best compared isomer or geometry (same formula, charge and spin): 4.7263 eV
gap between HOMO and LUMO: 0.3144 Ha
max |F|: 3.833 eV/Å
HOMO: -13.60 eV
electronic energy: -324.86527 a.u.
total charge: +1

CARTESIAN COORDINATES (ANGSTROEM)
C -1.42927 -0.07015 -0.92473
C -3.10616 0.58329 -2.74467
C -0.73982 0.06248 0.25952
C 2.05676 -0.28408 0.96450
C 0.92722 0.06551 1.93337
N -2.23384 0.61019 -1.79764
O -0.30942 -0.49993 1.29488
H -0.72244 -0.69198 -1.45247
H -3.20065 1.47952 -3.37491
H -3.79799 -0.22999 -2.88041
H 2.81136 0.42165 1.25811
H 2.29755 -1.29821 1.20978
H 1.67874 -0.32350 -0.07442
H 0.65243 0.97688 2.37149
H 0.92798 -0.67222 2.76591

natural (NBO) atomic charge list, values in e, 6 entries: -0.0661, 0.0946, 0.5428, -0.6350, -0.0563, -0.3771

***

This record from OMol25 describes a molecular structure, C31H32N4O4RbS at a distorted geometry. The level of theory is the ωB97M-V functional and the def2-TZVPD basis.

Properties
energy relative to the best compared isomer or geometry (same formula, charge and spin): 0.0000 eV
gap between HOMO and LUMO (spin up / spin down): 0.2045 / 0.2045 Ha
max |F|: 3.330 eV/Å
HOMO (spin up / spin down): -3.80 / -3.80 eV
electronic energy: -2142.78165 a.u.
total charge: -1

CARTESIAN COORDINATES (ANGSTROEM)
Rb 0.84976 -0.05050 -2.36815
C -0.13183 -1.34007 4.40328
C -0.18088 -1.52649 2.88682
C -1.30785 -1.12894 2.15147
C -1.55214 -1.40183 0.84576
C -2.61345 -0.88728 -0.04065
N -3.72150 -0.22031 -0.01929
C -4.24581 0.21690 1.31469
C -4.20690 1.74586 1.43207
C -3.07849 2.50917 0.71620
N -1.69985 2.15233 0.87046
C -1.09803 2.19075 2.00159
C 0.23155 1.76227 2.31493
C 0.67622 1.74104 3.64588
C 1.91695 1.19469 4.03262
C 2.43864 1.65230 5.34586
C 2.70481 0.55423 3.06864
C 2.34372 0.54366 1.71093
C 3.29725 -0.07394 0.83568
N 3.14973 -0.44573 -0.36594
C 4.28177 -1.04481 -0.94639
C 4.04549 -2.09795 -1.99938
C 3.34134 -3.41293 -1.49524
N 2.02674 -3.12393 -1.12909
C 1.79756 -3.10266 0.11779
C 0.66362 -2.50360 0.75244
C 0.76400 -2.16927 2.14676
C -0.54086 -2.10457 0.00701
O -0.64709 -2.30628 -1.20303
C 1.01931 1.05847 1.30227
O 0.62319 1.01296 0.12962
H -0.54876 -0.31619 4.64303
H 0.87680 -1.33351 4.83241
H -0.73814 -2.10730 4.79950
H -1.99920 -0.47544 2.69575
H -2.32025 -1.20449 -1.05446
H -3.48737 0.08451 -2.07563
H -3.70809 -0.19859 2.17392
H -5.27112 -0.11144 1.38972
H -4.13685 1.93180 2.48206
H -5.12264 2.23365 1.13710
H -3.28147 3.57994 1.01880
H -3.22574 2.59045 -0.34790
H -1.20495 1.70757 0.10160
H -1.63381 2.63753 2.83772
H 0.14266 2.31192 4.34719
H 2.04904 2.66995 5.59550
H 3.54413 1.78521 5.18578
H 2.25127 0.99045 6.21201
H 3.70938 0.22638 3.30338
H 4.26243 -0.24074 1.25916
H 5.02933 -1.49898 -0.18857
H 4.85331 -0.31233 -1.56150
H 4.98064 -2.39495 -2.49364
H 3.36799 -1.70535 -2.81163
H 4.00391 -3.73547 -0.60665
H 3.51984 -4.14457 -2.32090
H 2.66117 -3.37429 0.86091
H 1.71437 -2.43579 2.65725
O -2.25983 1.92387 -2.39096
C -2.47817 1.06532 -3.29124
O -3.33152 0.02689 -3.04848
C -1.86939 1.00678 -4.64092
C -2.48052 0.14941 -5.60991
C -1.95554 0.08507 -6.84855
C -0.83603 0.81277 -7.28230
C -0.17663 1.65059 -6.35103
C -0.70079 1.79902 -4.99616
S 0.13163 2.92202 -3.96036
H -3.36287 -0.43526 -5.57906
H -2.33732 -0.58789 -7.58713
H -0.44201 0.76721 -8.32482
H 0.66417 2.26077 -6.62655

Mulliken atomic charge list, values in e, 6 entries: 0.8174, -1.6962, -0.6167, 0.4776, 0.5790, -0.7743

***

> Look up the max |F| of the third one.

3.330 eV/Å